# 1
DFT (ωB97M-V/def2-TZVPD) results for the molecule C5H8O in a non-equilibrium geometry.

Calculated values
SMILES string = C=CC(O)C=C
Max |F| = 3.69 eV/A
Orbital gap = 10.71 eV
DFT total energy = -270.4675 hartree
Energy relative to the best compared isomer or geometry (same formula, charge and spin) = 2.4593 eV

Structure (XYZ):
```
14
C5H8O | the Open Molecules 2025 dataset | ωB97M-V/def2-TZVPD
C 0.826 -0.111 0.083
C 0.531 1.328 -0.327
C -0.583 2.123 -0.008
C -0.368 -0.859 0.658
C -0.805 -2.037 0.232
H 0.841 -0.725 -1.774
H 1.581 -0.084 0.924
H 1.433 1.805 -0.839
H -0.570 3.177 -0.351
H -1.471 1.712 0.750
H -0.786 -0.331 1.551
H -1.647 -2.532 0.729
H -0.410 -2.618 -0.588
O 1.428 -0.846 -1.041
```

The net atomic charges from Mulliken, expressed in e, are:
1 C 0.331
2 C -0.280
3 C -0.579
4 C -0.222
5 C -0.817
6 H 0.350
7 H 0.234
8 H 0.285
9 H 0.265
10 H 0.152
11 H 0.320
12 H 0.249
13 H 0.278
14 O -0.565



# 2
DFT (ωB97M-V/def2-TZVPD) results for a cluster of 8 separate species, C45H94ClO12P in total in a non-equilibrium geometry.

Calculated values
SMILES string = CCCOCC1=C(P(CC)CC)C(=O)C(COC(C)=O)=C(Cl)C1=O.CCOCC.CCOCC.CCOCC.CCOCC.CCOCC.CCOCC.CCOCC
Max |F| = 8.53 eV/A
Orbital gap = 6.30 eV
DFT total energy = -3474.8285 hartree
Energy relative to the best compared isomer or geometry (same formula, charge and spin) = 11.6357 eV

Structure (XYZ):
```
153
C45H94ClO12P | the Open Molecules 2025 dataset | ωB97M-V/def2-TZVPD
C 8.362 -7.414 5.000
C 7.570 -5.984 5.158
C 6.315 -5.780 4.111
O 5.798 -7.025 3.521
C 4.420 -6.882 3.026
C 4.355 -5.650 1.916
C 3.290 -4.589 1.892
P 1.866 -4.637 3.163
C 1.496 -2.924 3.923
C 0.292 -2.191 3.078
C 0.356 -5.360 2.219
C -0.770 -6.065 3.190
C 3.457 -3.424 0.717
O 2.426 -2.710 0.216
C 4.983 -3.140 0.096
C 5.437 -1.692 -0.559
O 6.558 -1.147 0.222
C 6.111 -0.240 1.291
C 6.920 -0.305 2.751
O 5.143 0.676 1.209
C 6.020 -4.225 0.104
Cl 7.737 -4.087 -0.592
C 5.585 -5.655 0.784
O 6.179 -6.806 0.447
H 9.529 -7.173 5.044
H 8.090 -8.058 5.949
H 8.190 -7.966 3.981
H 7.183 -5.777 6.251
H 8.372 -5.133 4.934
H 5.411 -5.220 4.653
H 6.699 -5.000 3.293
H 4.120 -7.865 2.420
H 3.697 -6.739 3.935
H 1.082 -3.057 5.035
H 2.463 -2.235 4.045
H -0.750 -2.633 3.447
H 0.377 -2.337 1.918
H 0.309 -1.048 3.331
H 0.769 -6.225 1.508
H -0.094 -4.543 1.483
H -1.776 -6.143 2.556
H -0.912 -5.461 4.189
H -0.429 -7.188 3.361
H 4.553 -0.949 -0.747
H 5.873 -1.957 -1.638
H 6.470 -1.097 3.487
H 8.083 -0.516 2.590
H 6.869 0.786 3.234
C 1.897 4.499 5.204
C 2.933 5.200 4.344
O 4.181 4.515 4.283
C 4.161 3.199 3.738
C 3.679 3.145 2.298
H 2.289 4.316 6.210
H 0.990 5.106 5.283
H 1.614 3.529 4.785
H 3.139 6.185 4.778
H 2.551 5.382 3.333
H 3.572 2.533 4.378
H 5.192 2.831 3.774
H 2.632 3.452 2.212
H 3.762 2.128 1.905
H 4.269 3.818 1.668
C 0.812 5.767 -0.074
C -0.083 5.127 0.971
O -1.430 4.953 0.538
C -1.631 4.119 -0.600
C -1.157 2.690 -0.398
H 0.389 6.717 -0.417
H 1.809 5.953 0.338
H 0.928 5.127 -0.953
H -0.121 5.783 1.849
H 0.330 4.172 1.316
H -1.169 4.569 -1.485
H -2.710 4.105 -0.788
H -0.073 2.642 -0.259
H -1.410 2.077 -1.267
H -1.620 2.252 0.492
C -3.709 7.177 -0.150
C -2.920 8.054 -1.105
O -3.311 7.907 -2.468
C -4.661 8.237 -2.783
C -5.019 9.683 -2.485
H -3.659 6.128 -0.457
H -3.314 7.267 0.867
H -4.766 7.459 -0.123
H -1.863 7.767 -1.052
H -2.969 9.108 -0.808
H -5.347 7.547 -2.279
H -4.782 8.062 -3.857
H -4.968 9.898 -1.414
H -6.037 9.902 -2.822
H -4.326 10.363 -2.989
C 6.254 5.836 -3.420
C 6.512 5.869 -1.925
O 5.445 5.326 -1.151
C 5.120 3.958 -1.384
C 6.266 3.004 -1.091
H 5.309 6.333 -3.661
H 7.064 6.338 -3.959
H 6.188 4.811 -3.796
H 6.623 6.913 -1.611
H 7.454 5.369 -1.674
H 4.745 3.826 -2.404
H 4.287 3.718 -0.715
H 7.107 3.165 -1.771
H 5.938 1.966 -1.205
H 6.637 3.147 -0.071
C -7.517 9.687 -7.179
C -7.361 10.205 -5.760
O -6.080 10.770 -5.498
C -5.707 11.898 -6.286
C -6.638 13.087 -6.123
H -6.722 8.975 -7.420
H -8.485 9.191 -7.301
H -7.462 10.497 -7.912
H -7.479 9.365 -5.066
H -8.151 10.924 -5.511
H -5.612 11.610 -7.338
H -4.705 12.191 -5.954
H -7.643 12.865 -6.491
H -6.260 13.948 -6.683
H -6.730 13.364 -5.068
C -5.712 -6.922 1.123
C -4.677 -6.221 0.263
O -3.428 -6.906 0.202
C -3.449 -8.222 -0.343
C -3.931 -8.276 -1.783
H -5.320 -7.105 2.129
H -6.619 -6.315 1.202
H -5.995 -7.892 0.703
H -4.470 -5.236 0.697
H -5.058 -6.039 -0.748
H -4.037 -8.888 0.297
H -2.418 -8.590 -0.307
H -4.977 -7.969 -1.869
H -3.848 -9.293 -2.176
H -3.340 -7.604 -2.413
C -8.112 -11.246 -0.690
C -7.077 -10.545 -1.550
O -5.828 -11.230 -1.611
C -5.849 -12.546 -2.156
C -6.331 -12.600 -3.596
H -7.720 -11.429 0.316
H -9.019 -10.639 -0.611
H -8.395 -12.216 -1.110
H -6.870 -9.560 -1.116
H -7.458 -10.363 -2.561
H -6.437 -13.212 -1.516
H -4.818 -12.914 -2.120
H -7.377 -12.293 -3.682
H -6.248 -13.617 -3.989
H -5.740 -11.927 -4.226
```

Atomic partial charges in e from the Mulliken method, atoms 1 to 99:
1 C -0.838
2 C -0.470
3 C 0.004
4 O -0.356
5 C -0.638
6 C -0.113
7 C 0.663
8 P -0.160
9 C -0.415
10 C -0.784
11 C -0.508
12 C -0.659
13 C 0.319
14 O -0.592
15 C 0.360
16 C -0.882
17 O -0.276
18 C 0.578
19 C -0.833
20 O -0.417
21 C 0.117
22 Cl -0.150
23 C 0.367
24 O -0.548
25 H 0.285
26 H 0.210
27 H 0.274
28 H 0.289
29 H 0.250
30 H 0.175
31 H 0.029
32 H 0.261
33 H 0.399
34 H 0.357
35 H 0.271
36 H 0.243
37 H 0.145
38 H 0.304
39 H 0.293
40 H 0.298
41 H 0.088
42 H 0.283
43 H 0.275
44 H 0.273
45 H 0.415
46 H 0.227
47 H 0.308
48 H 0.221
49 C -1.100
50 C 0.029
51 O -0.475
52 C -0.343
53 C 0.074
54 H 0.315
55 H 0.409
56 H 0.241
57 H 0.358
58 H 0.017
59 H 0.347
60 H 0.008
61 H -0.286
62 H 0.330
63 H 0.186
64 C -1.022
65 C -0.244
66 O -0.391
67 C -0.250
68 C -1.204
69 H 0.237
70 H 0.439
71 H 0.288
72 H 0.256
73 H 0.238
74 H 0.329
75 H 0.368
76 H 0.227
77 H 0.406
78 H 0.301
79 C -0.989
80 C 0.047
81 O -0.456
82 C -0.311
83 C -0.883
84 H 0.116
85 H 0.380
86 H 0.407
87 H -0.040
88 H 0.286
89 H 0.273
90 H 0.291
91 H 0.350
92 H 0.277
93 H 0.229
94 C -1.061
95 C -0.325
96 O -0.417
97 C -0.328
98 C -0.827
99 H 0.286



# 3
DFT (ωB97M-V/def2-TZVPD) results for the molecule C18H21NO5S in a non-equilibrium geometry.

Calculated values
SMILES string = COc1ccc(S(=O)(=O)N(CCc2ccccc2)CC(=O)O)cc1C
Max |F| = 1.13 eV/A
Orbital gap = 9.61 eV
DFT total energy = -1527.6530 hartree
Energy relative to the best compared isomer or geometry (same formula, charge and spin) = 0.1906 eV

Structure (XYZ):
```
46
C18H21NO5S | the Open Molecules 2025 dataset | ωB97M-V/def2-TZVPD
C -4.744 -2.481 -1.612
H -5.538 -1.848 -1.205
O -3.711 -2.682 -0.674
C -3.023 -1.611 -0.214
C -3.253 -0.296 -0.612
C -2.493 0.735 -0.085
C -1.513 0.446 0.841
C -1.275 -0.856 1.248
C -2.017 -1.900 0.731
C -1.783 -3.318 1.140
H -1.518 -3.917 0.271
H -0.988 -3.380 1.876
H -2.695 -3.741 1.558
H -0.503 -1.034 1.980
S -0.524 1.771 1.492
O 0.377 1.262 2.485
O -1.375 2.872 1.886
N 0.259 2.299 0.110
C 1.203 1.356 -0.442
H 1.334 1.579 -1.505
C 2.562 1.321 0.281
C 3.231 -0.001 0.040
C 2.891 -1.093 0.830
C 3.461 -2.331 0.602
C 4.379 -2.494 -0.422
C 4.723 -1.413 -1.215
C 4.149 -0.173 -0.986
H 4.422 0.668 -1.607
H 5.441 -1.534 -2.013
H 4.828 -3.460 -0.600
H 3.194 -3.172 1.227
H 2.182 -0.955 1.635
H 3.194 2.140 -0.065
H 2.374 1.445 1.349
H 0.726 0.375 -0.358
C 0.550 3.720 0.006
H 1.508 3.876 -0.492
C -0.558 4.400 -0.818
O -0.339 4.967 -1.851
O -1.773 4.283 -0.306
H -1.759 3.826 0.576
H 0.584 4.173 1.003
H -2.662 1.755 -0.391
H -4.020 -0.063 -1.332
H -5.144 -3.472 -1.821
H -4.364 -2.042 -2.540
```

The net atomic charges from Mulliken, expressed in e, are:
1 C -0.920
2 H 0.358
3 O -0.461
4 C 1.089
5 C -0.998
6 C -0.866
7 C -0.398
8 C 0.038
9 C 0.763
10 C -1.620
11 H 0.344
12 H 0.394
13 H 0.350
14 H 0.381
15 S 1.391
16 O -0.701
17 O -0.864
18 N 0.270
19 C -1.016
20 H 0.342
21 C -0.588
22 C 0.011
23 C -0.073
24 C -0.716
25 C -0.402
26 C -0.551
27 C -0.375
28 H 0.383
29 H 0.376
30 H 0.380
31 H 0.399
32 H 0.345
33 H 0.507
34 H 0.461
35 H 0.415
36 C -0.746
37 H 0.388
38 C 0.613
39 O -0.586
40 O -0.529
41 H 0.394
42 H 0.440
43 H 0.558
44 H 0.411
45 H 0.252
46 H 0.358



# 4
DFT (ωB97M-V/def2-TZVPD) results for a structure of composition C2H4N4.

Calculated values
Max |F| = 0.85 eV/A
Orbital gap = 9.58 eV
DFT total energy = -297.5087 hartree
Energy relative to the best compared isomer or geometry (same formula, charge and spin) = 3.6908 eV

Structure (XYZ):
```
10
C2H4N4 | the Open Molecules 2025 dataset | ωB97M-V/def2-TZVPD
N 2.171 0.183 -0.093
C 0.919 -0.276 -0.226
N 0.304 -1.344 -0.414
N -2.056 -0.691 0.270
C -1.451 0.392 0.009
N -0.214 0.387 -0.619
H 2.296 1.160 0.105
H 2.878 -0.476 0.188
H -2.968 -0.521 0.679
H -1.878 1.400 0.105
```

The net atomic charges from Mulliken, expressed in e, are:
1 N -0.396
2 C 0.568
3 N -0.368
4 N -0.531
5 C 0.048
6 N -0.374
7 H 0.239
8 H 0.248
9 H 0.228
10 H 0.335



# 5
DFT (ωB97M-V/def2-TZVPD) results for a cluster of 12 separate species, C4H33N2O11 in total in a non-equilibrium geometry.

Calculated values
Max |F| = 2.42 eV/A
Orbital gap = 10.79 eV
DFT total energy = -1109.1512 hartree
Energy relative to the best compared isomer or geometry (same formula, charge and spin) = 2.3487 eV
Charge = +1

Structure (XYZ):
```
50
C4H33N2O11 | the Open Molecules 2025 dataset | ωB97M-V/def2-TZVPD
C 1.494 0.305 -2.230
C 0.271 1.127 -1.912
C -0.761 0.296 -1.091
N -0.178 0.092 0.243
C -0.918 -0.151 1.281
N -0.416 -0.855 2.281
H 1.861 -0.416 -1.501
H 1.563 -0.220 -3.182
H 2.400 0.920 -2.337
H 0.295 2.076 -1.370
H -0.167 1.406 -2.876
H -1.699 0.818 -1.060
H -0.923 -0.634 -1.620
H 0.766 -0.232 0.159
H -1.952 0.148 1.305
H -0.795 -0.649 3.195
H 0.466 -1.368 2.198
H -2.313 2.691 2.061
H -1.111 3.174 1.000
O -2.042 2.852 1.155
H 0.323 2.643 3.036
H -0.232 1.631 4.013
O -0.269 1.913 3.127
H 2.877 -1.047 0.697
H 3.542 -0.869 -0.632
O 2.775 -0.537 -0.100
H 3.282 1.813 0.458
H 3.635 2.556 1.702
O 3.239 2.687 0.838
H -3.439 1.818 0.518
H -4.888 1.707 -0.047
O -4.116 1.171 0.162
H 1.198 4.994 1.520
H 1.786 3.498 1.541
O 0.972 4.033 1.585
H 0.978 -3.833 -0.200
H 1.208 -5.261 0.455
O 1.419 -4.338 0.506
H -0.708 -3.080 -1.671
H 0.574 -3.184 -2.479
O 0.256 -3.129 -1.548
H 2.118 -3.095 1.425
H 2.765 -2.313 2.616
O 2.226 -2.174 1.831
H -3.512 -0.092 -2.669
H -4.010 -0.578 -1.158
O -3.400 -0.709 -1.921
H -2.413 -1.985 -2.546
H -2.219 -2.966 -3.773
O -1.811 -2.653 -2.984
```

The net atomic charges from Mulliken, expressed in e, are:
1 C -1.037
2 C -0.673
3 C 0.166
4 N 0.604
5 C 0.171
6 N -0.247
7 H 0.123
8 H 0.357
9 H 0.367
10 H 0.348
11 H 0.374
12 H 0.495
13 H -0.338
14 H -0.293
15 H 0.472
16 H 0.247
17 H 0.191
18 H 0.317
19 H 0.219
20 O -0.657
21 H 0.247
22 H 0.255
23 O -0.509
24 H 0.246
25 H 0.303
26 O -0.669
27 H 0.311
28 H 0.330
29 O -0.694
30 H 0.332
31 H 0.309
32 O -0.568
33 H 0.284
34 H 0.406
35 O -0.622
36 H 0.445
37 H 0.291
38 O -0.688
39 H 0.357
40 H 0.279
41 O -0.723
42 H 0.415
43 H 0.289
44 O -0.715
45 H 0.308
46 H 0.248
47 O -0.647
48 H 0.377
49 H 0.263
50 O -0.667



# 6
DFT (ωB97M-V/def2-TZVPD) results for a structure of composition H2NO3S in a non-equilibrium geometry.

Calculated values
Max |F| = 4.68 eV/A
Orbital gap = 7.82 eV
DFT total energy = -679.8090 hartree
Energy relative to the best compared isomer or geometry (same formula, charge and spin) = 3.7234 eV
Charge = -1

Structure (XYZ):
```
7
H2NO3S | the Open Molecules 2025 dataset | ωB97M-V/def2-TZVPD
N -0.592 0.764 0.206
O 2.083 0.704 0.239
O 0.898 -1.439 -0.142
O -1.414 -0.303 0.671
S 1.042 0.011 -0.546
H -1.179 1.335 -0.897
H -0.840 -1.072 0.469
```

The net atomic charges from Mulliken, expressed in e, are:
1 N -0.392
2 O -0.560
3 O -0.691
4 O -0.369
5 S 0.483
6 H 0.160
7 H 0.370



Question: Which value of DFT total energy does entry 6 give?
Answer: -679.8090 hartree